{
  "formula": "C54H144BF4N9O18",
  "method": "ωB97M-V/def2-TZVPD",
  "elements": ["C", "O", "C", "C", "N", "H", "H", "C", "C", "O", "C", "H", "H", "H", "H", "H", "H", "H", "H", "H", "H", "H", "H", "H", "H", "C", "O", "C", "C", "N", "H", "H", "C", "C", "O", "C", "H", "H", "H", "H", "H", "H", "H", "H", "H", "H", "H", "H", "H", "H", "C", "O", "C", "C", "N", "H", "H", "C", "C", "O", "C", "H", "H", "H", "H", "H", "H", "H", "H", "H", "H", "H", "H", "H", "H", "C", "O", "C", "C", "N", "H", "H", "C", "C", "O", "C", "H", "H", "H", "H", "H", "H", "H", "H", "H", "H", "H", "H", "H", "H", "C", "O", "C", "C", "N", "H", "H", "C", "C", "O", "C", "H", "H", "H", "H", "H", "H", "H", "H", "H", "H", "H", "H", "H", "H", "C", "O", "C", "C", "N", "H", "H", "C", "C", "O", "C", "H", "H", "H", "H", "H", "H", "H", "H", "H", "H", "H", "H", "H", "H", "C", "O", "C", "C", "N", "H", "H", "C", "C", "O", "C", "H", "H", "H", "H", "H", "H", "H", "H", "H", "H", "H", "H", "H", "H", "C", "O", "C", "C", "N", "H", "H", "C", "C", "O", "C", "H", "H", "H", "H", "H", "H", "H", "H", "H", "H", "H", "H", "H", "H", "C", "O", "C", "C", "N", "H", "H", "C", "C", "O", "C", "H", "H", "H", "H", "H", "H", "H", "H", "H", "H", "H", "H", "H", "H", "B", "F", "F", "F", "F"],
  "xyz": [[-14.660520, 19.774490, -8.775670], [-13.584860, 18.831150, -9.109850], [-12.673750, 19.253080, -10.110000], [-13.262860, 19.672760, -11.475770], [-13.950190, 18.541420, -12.294760], [-13.182050, 18.209090, -12.860110], [-14.150710, 17.690510, -11.788950], [-15.021790, 18.965270, -13.327710], [-16.384200, 19.485810, -12.623100], [-16.922210, 18.458310, -11.763490], [-18.251760, 18.699730, -11.244190], [-14.229060, 20.770770, -8.872550], [-15.245420, 19.802120, -7.856300], [-15.404520, 19.722800, -9.570590], [-11.888170, 18.500100, -10.173050], [-12.091360, 20.122110, -9.803880], [-12.680200, 20.068700, -12.307540], [-14.060560, 20.406720, -11.361460], [-15.224390, 18.145600, -14.017050], [-14.487900, 19.690110, -13.942250], [-17.077430, 19.660460, -13.445910], [-16.253470, 20.401420, -12.046320], [-18.126950, 18.923850, -10.184800], [-18.989240, 17.900070, -11.313150], [-18.659390, 19.583930, -11.734230], [-13.061940, 11.154270, -2.936050], [-13.756890, 11.089410, -1.707230], [-14.313730, 9.853330, -1.518500], [-14.614790, 9.507430, -0.008560], [-13.440590, 9.632590, 0.940400], [-12.699480, 8.988630, 0.703390], [-12.967440, 10.502550, 0.741880], [-13.753150, 9.370740, 2.436670], [-12.437440, 9.366010, 3.240620], [-11.474220, 8.531610, 2.560340], [-10.113590, 9.101400, 2.635970], [-12.140460, 10.575470, -2.872960], [-12.664120, 12.141960, -3.169070], [-13.596850, 10.925800, -3.857880], [-13.799610, 8.970700, -1.898960], [-15.171550, 9.718530, -2.177340], [-14.838730, 8.446730, 0.104850], [-15.393870, 10.106870, 0.462410], [-14.238170, 8.401550, 2.552970], [-14.408530, 10.167070, 2.789430], [-12.631570, 8.749540, 4.118330], [-12.074200, 10.341790, 3.563130], [-9.471870, 8.257650, 2.382250], [-9.878660, 9.301690, 3.681340], [-9.899620, 9.995150, 2.049840], [-23.291810, 12.045530, 3.428310], [-22.074410, 12.481380, 3.975400], [-21.298990, 11.430010, 4.459580], [-20.185400, 11.982870, 5.297520], [-19.627420, 13.359950, 4.813360], [-20.370440, 13.986330, 4.538280], [-18.996110, 13.760340, 5.492510], [-18.716250, 13.046950, 3.633780], [-18.153450, 14.323110, 2.979330], [-19.197990, 15.225920, 2.729500], [-19.604510, 15.430620, 1.396770], [-23.279640, 10.956460, 3.384940], [-23.463100, 12.581730, 2.494900], [-24.062320, 12.351820, 4.135850], [-20.817890, 10.859360, 3.665220], [-21.824810, 10.893760, 5.249550], [-19.364530, 11.275000, 5.412360], [-20.694010, 12.067010, 6.257900], [-19.534100, 12.599480, 3.068980], [-18.035010, 12.340600, 4.108220], [-17.554590, 14.097140, 2.097060], [-17.447140, 14.917920, 3.558500], [-20.444660, 16.092130, 1.608090], [-20.041150, 14.576080, 0.879860], [-18.828130, 15.817000, 0.736420], [-16.131560, 24.641830, 4.635750], [-15.104760, 23.704290, 4.246390], [-14.788660, 22.594780, 5.145460], [-14.355720, 21.398690, 4.329730], [-13.746650, 21.847490, 3.007650], [-13.253030, 22.678040, 3.301990], [-13.103980, 21.193790, 2.583690], [-14.812510, 22.085460, 1.905830], [-14.777780, 20.945380, 0.883810], [-13.554430, 20.954330, 0.143620], [-13.572820, 20.039100, -0.989820], [-16.345990, 25.514210, 4.018440], [-15.995200, 24.911800, 5.682950], [-17.077490, 24.115240, 4.762270], [-15.751610, 22.337450, 5.586600], [-14.105640, 22.914630, 5.932410], [-15.158190, 20.745570, 3.986840], [-13.527320, 20.858830, 4.788440], [-14.701240, 23.083650, 1.482360], [-15.753810, 22.241680, 2.432740], [-15.626700, 21.187730, 0.244500], [-14.868950, 19.927940, 1.264080], [-14.319210, 20.230060, -1.760880], [-13.578710, 19.089740, -0.454300], [-12.569180, 20.066490, -1.414150], [-12.192070, 16.503010, -3.296920], [-12.605510, 16.120300, -4.592860], [-12.724250, 17.165570, -5.530220], [-12.978210, 16.610210, -6.911460], [-11.924310, 15.607330, -7.239710], [-12.108280, 14.784900, -6.683060], [-12.110580, 15.456820, -8.220910], [-10.432430, 16.129890, -7.319110], [-9.731770, 15.481530, -8.563580], [-10.416400, 15.887970, -9.789360], [-10.268790, 15.088500, -10.976200], [-11.252800, 17.055950, -3.307700], [-12.092830, 15.607550, -2.683400], [-13.005730, 17.115090, -2.907810], [-11.783480, 17.715830, -5.514190], [-13.517200, 17.881500, -5.313960], [-12.966810, 17.196640, -7.830190], [-13.847650, 15.955000, -6.964940], [-9.939060, 15.890060, -6.377220], [-10.436730, 17.215160, -7.420490], [-9.671940, 14.411490, -8.364740], [-8.743180, 15.940290, -8.582180], [-9.182980, 15.041070, -11.059000], [-10.541530, 15.622410, -11.886500], [-10.685820, 14.082820, -10.923380], [-16.717900, 17.873860, 2.180020], [-16.224380, 16.584950, 1.870520], [-14.827000, 16.654710, 1.606870], [-14.439240, 15.321510, 0.987460], [-15.317980, 14.972520, -0.260110], [-16.295990, 15.145750, -0.076870], [-15.019470, 15.585760, -1.005050], [-15.171260, 13.529000, -0.893140], [-16.640750, 13.080130, -1.317100], [-17.369800, 12.817310, -0.098800], [-18.564340, 12.004930, -0.250680], [-17.036420, 18.317190, 1.236560], [-16.024450, 18.593210, 2.615620], [-17.535100, 17.772220, 2.894130], [-14.190510, 16.674080, 2.491510], [-14.604940, 17.494950, 0.949000], [-14.416360, 14.529510, 1.735990], [-13.476260, 15.239830, 0.483360], [-14.579080, 12.869890, -0.258330], [-14.454350, 13.775780, -1.676240], [-16.621510, 12.169150, -1.915300], [-17.232610, 13.769190, -1.919580], [-19.102680, 12.249860, -1.166270], [-19.211750, 12.117400, 0.618980], [-18.199450, 10.977920, -0.264920], [-20.266030, 15.129350, -9.236390], [-19.493930, 14.134390, -8.517960], [-19.687210, 12.760070, -8.930640], [-19.535270, 11.794610, -7.720080], [-18.220850, 12.094100, -7.105520], [-18.202840, 13.068620, -6.840800], [-18.042010, 11.800010, -6.155980], [-16.921120, 12.103410, -8.026790], [-15.750920, 12.574830, -7.128040], [-16.134310, 13.791680, -6.350770], [-15.580080, 13.953760, -5.043800], [-19.932800, 15.406000, -10.236650], [-20.037420, 16.124550, -8.855060], [-21.349670, 15.018770, -9.276170], [-19.084410, 12.442520, -9.781470], [-20.679870, 12.646160, -9.366240], [-19.463000, 10.748620, -8.018050], [-20.348000, 11.861170, -6.996800], [-16.989710, 12.658130, -8.962560], [-16.692530, 11.073600, -8.301270], [-14.934680, 12.981670, -7.724990], [-15.323570, 11.797090, -6.495120], [-16.051060, 14.796440, -4.537660], [-14.519270, 14.165590, -5.177630], [-15.710520, 13.057500, -4.437340], [-24.313920, 10.409260, -2.705480], [-22.971150, 10.646030, -3.145950], [-22.147360, 11.247750, -2.220680], [-21.327170, 12.342610, -2.953940], [-22.427640, 13.362350, -3.268060], [-23.158670, 12.899660, -3.789230], [-22.785230, 13.583600, -2.349760], [-22.053370, 14.631170, -4.022500], [-21.237030, 14.216090, -5.251480], [-19.907370, 13.947230, -5.023790], [-19.029730, 15.109140, -5.072470], [-24.808540, 9.959100, -3.566180], [-24.926850, 11.279090, -2.469220], [-24.436140, 9.667720, -1.916000], [-21.624210, 10.385060, -1.808130], [-22.763990, 11.662650, -1.423360], [-20.738760, 11.980960, -3.797200], [-20.656350, 12.926700, -2.323900], [-21.394430, 15.242180, -3.405600], [-23.017420, 15.052790, -4.307000], [-21.326640, 14.929240, -6.070920], [-21.639660, 13.292840, -5.668130], [-18.624270, 15.189980, -6.081010], [-18.310750, 15.108060, -4.253220], [-19.497060, 16.090500, -4.991060], [-20.833130, 18.369860, -1.635770], [-20.019480, 18.937860, -2.677500], [-18.903090, 19.542230, -2.196590], [-18.353980, 20.222860, -3.436940], [-18.200750, 19.202680, -4.646490], [-17.581090, 18.424180, -4.473140], [-19.127810, 18.811500, -4.733900], [-17.770690, 19.835670, -6.071460], [-18.021170, 18.866880, -7.192920], [-17.473170, 17.604030, -6.930280], [-17.057790, 16.804960, -8.027470], [-21.552950, 17.611900, -1.944740], [-21.238280, 19.140450, -0.979920], [-20.241640, 17.827500, -0.898160], [-18.191000, 18.801200, -1.833390], [-19.021240, 20.346620, -1.470580], [-17.335460, 20.608500, -3.392170], [-19.061080, 21.004080, -3.715860], [-16.748710, 20.186280, -5.927490], [-18.363940, 20.707420, -6.347510], [-17.711460, 19.428730, -8.074120], [-19.088370, 18.646500, -7.217390], [-17.211420, 15.772000, -7.715230], [-15.987310, 16.986060, -8.124220], [-17.631560, 17.030570, -8.926360], [-15.829270, 17.051990, -2.643270], [-15.517520, 18.003370, -3.588360], [-15.598800, 17.646240, -1.395900], [-17.071440, 16.478370, -2.881120], [-14.959170, 15.973050, -2.560320]],
  "atomic_forces_ev_per_a": [[0.8, 1.2, -2.3], [-1.3, -0.2, 0.8], [0.6, 0.9, -0.7], [-2.0, -0.6, -0.7], [0.5, -0.2, -0.6], [0.3, -0.2, -0.6], [-1.0, 0.0, 0.7], [-1.1, 0.5, 1.6], [0.8, -1.2, -0.6], [0.3, -0.5, -0.3], [0.8, 1.2, -0.1], [0.0, 0.2, 0.2], [1.0, -1.3, 0.6], [-0.2, -0.2, -0.1], [-0.3, -0.5, -0.2], [-0.2, 0.4, 0.3], [1.1, 0.4, 1.0], [0.1, 0.0, 0.4], [0.0, -0.3, 0.5], [-0.5, 0.5, 0.2], [0.0, 0.2, -0.1], [0.2, 0.2, -0.1], [-0.1, 0.2, 0.1], [0.6, -0.4, -0.6], [-0.2, 0.0, 0.1], [1.7, 0.6, -0.7], [0.5, 1.0, -0.2], [-1.0, -2.4, 1.1], [0.2, 0.0, -0.1], [-0.3, 0.0, -0.2], [0.5, -1.0, 0.0], [0.0, 0.8, 0.6], [0.9, 0.8, -0.2], [0.2, -2.0, 0.0], [0.3, 2.3, -0.7], [-0.2, -1.5, 0.9], [-0.2, -0.5, -0.1], [-0.4, 0.5, 0.8], [-0.6, -0.7, 0.4], [1.4, 0.3, 0.0], [-1.0, 0.3, 0.6], [-0.6, 0.1, -0.5], [-0.1, 0.0, -0.3], [0.0, 0.1, -0.6], [-0.1, -0.1, -0.1], [-0.5, 0.6, 0.5], [0.1, 0.1, -0.4], [0.0, 0.3, -0.4], [-0.1, 0.2, 0.1], [-0.5, -0.1, -0.3], [-1.0, 0.2, 0.6], [1.5, 0.6, 0.0], [0.8, 0.5, -0.1], [-0.2, 1.3, 1.3], [1.2, -1.8, 0.3], [-0.5, 0.4, 0.1], [-0.5, 0.4, 0.9], [-1.5, 0.8, 0.6], [0.4, 0.0, 0.2], [0.1, -0.5, -0.2], [-1.0, 0.2, 0.5], [-0.3, 0.1, -0.6], [0.0, -0.4, -0.2], [-0.3, -0.2, -0.2], [-0.8, -0.7, -0.3], [-0.4, -1.0, -0.8], [0.1, 0.2, -0.1], [0.9, 1.0, 0.3], [1.0, -0.5, -1.2], [0.4, 0.0, -0.9], [-0.3, -0.4, -0.3], [0.1, -0.6, 0.8], [0.1, 0.5, -1.0], [0.1, -0.6, 0.3], [0.2, 0.5, 0.2], [-0.9, -1.2, 2.2], [0.9, -0.4, -0.8], [-2.2, 1.8, -0.3], [1.0, -0.5, -1.3], [-1.4, 0.6, -0.4], [0.4, 0.8, -0.7], [0.6, -0.3, 0.3], [0.6, 0.1, 0.9], [0.5, 0.9, -0.6], [-0.6, 0.8, -0.6], [1.4, 0.2, 2.0], [1.0, -0.3, -0.4], [0.6, 0.7, -0.1], [-0.3, -0.4, -0.6], [0.2, -0.3, 0.6], [0.2, -0.1, -0.2], [-0.1, -0.1, 0.7], [-0.5, -0.2, 0.4], [0.7, -0.3, -0.4], [-0.1, -0.7, 0.0], [-0.2, -0.3, -0.3], [-0.5, 0.0, 0.6], [-0.3, -0.1, 0.4], [-0.8, -0.7, -0.9], [-0.1, 0.4, -0.2], [-0.6, 0.6, 0.0], [-0.3, -1.1, -1.2], [0.3, 0.9, 0.0], [0.4, -1.4, 0.0], [1.7, 1.2, -0.8], [0.8, -0.4, 0.1], [0.1, -0.9, -0.6], [-0.5, -0.8, -0.7], [-0.6, 1.1, 0.0], [-1.6, 0.0, 1.8], [2.3, 0.0, 0.4], [0.1, 0.0, 0.0], [0.1, 0.0, -0.2], [0.4, 0.2, 0.5], [0.1, 0.3, -0.2], [-0.2, 0.0, 0.4], [-0.4, 1.2, 0.8], [-0.7, 0.5, 0.4], [0.0, -0.2, -0.2], [-0.5, -0.1, -0.1], [0.1, -0.2, -0.6], [0.3, -0.4, 0.0], [0.1, -0.7, -0.5], [-0.6, 0.2, 0.5], [-0.2, 0.2, 0.1], [-1.0, 0.5, -0.2], [1.3, 0.0, 0.5], [0.1, -1.1, -0.7], [-0.2, -0.9, -1.9], [0.4, -2.0, 2.0], [-0.4, 0.2, 0.4], [-0.1, 0.6, -0.3], [-1.0, 2.1, -0.1], [0.7, -1.0, 1.2], [-0.1, 0.5, -0.1], [1.4, 0.0, 0.0], [-0.4, 0.2, 0.0], [0.5, -0.5, 0.2], [-0.1, 0.0, -0.3], [-0.3, 0.6, 0.4], [0.0, 0.0, -0.1], [-0.7, -0.2, -0.2], [0.5, 0.8, 0.6], [-0.9, -0.1, 0.4], [-0.6, -0.5, -0.7], [0.5, -0.3, 0.0], [0.5, 0.7, 0.0], [0.0, 0.0, 0.0], [0.2, 0.3, -0.1], [-0.4, -0.2, -0.3], [0.6, 1.1, -0.4], [-0.3, -0.5, -0.4], [-1.2, 0.1, 0.0], [0.3, -0.1, -1.2], [1.8, 2.2, -0.9], [-0.6, 1.3, -0.3], [0.1, -1.6, 0.1], [0.4, -1.2, 1.8], [0.0, 2.2, 0.5], [-1.1, -1.3, -0.5], [0.5, -0.3, -0.7], [0.2, -1.4, -0.6], [-0.1, -0.2, 1.3], [0.1, -0.6, 0.3], [0.7, 0.3, 0.2], [-0.4, -0.1, 0.4], [-0.3, 0.1, -0.4], [0.3, 0.3, 0.1], [-0.8, 0.4, 0.6], [-0.3, -0.1, 0.0], [0.0, -0.7, -0.5], [-0.4, -0.1, 0.2], [0.0, 0.0, -0.3], [0.2, 0.0, 0.5], [0.0, -0.2, 0.1], [-1.0, -1.1, -1.0], [-1.3, 0.6, -1.1], [0.5, -0.8, 0.2], [-0.9, 0.1, 1.2], [1.6, 0.3, -0.6], [-0.5, -0.6, -0.2], [-0.5, 0.3, 0.2], [0.5, -1.2, -0.5], [-1.2, 0.0, -1.1], [1.9, 0.7, 1.0], [-0.4, 0.1, -0.4], [0.1, 0.0, 0.0], [0.5, 0.5, 0.2], [0.6, 0.1, 0.3], [1.1, 0.6, 0.5], [0.2, 0.4, 0.3], [-0.7, 0.2, -0.2], [0.1, -0.3, 0.2], [-0.5, 0.2, 0.3], [0.3, 0.5, 0.1], [-0.3, 0.4, 0.1], [-0.4, -0.1, 0.0], [0.6, -0.4, 0.1], [0.1, -0.5, -0.4], [-0.9, -0.2, 0.4], [0.6, 0.0, 1.1], [-2.7, -1.6, 0.4], [2.2, 0.5, -1.0], [1.4, -0.5, -1.3], [-0.9, 2.3, -1.1], [0.6, -0.2, 0.5], [-0.5, -0.3, -0.2], [-0.4, -0.3, 1.7], [-0.7, -0.4, 0.9], [0.6, 0.1, 0.6], [0.2, 0.1, 0.5], [-0.2, 0.7, -0.7], [-0.7, 0.3, -0.6], [0.8, -0.3, -0.2], [0.2, -0.1, 0.4], [-0.4, -0.1, 0.3], [-0.2, 0.3, 0.6], [0.2, -0.2, -0.5], [0.1, -0.4, 0.0], [-0.3, 0.1, 0.8], [0.2, -0.5, -0.4], [-0.4, 0.7, -0.5], [0.0, 0.0, -0.2], [0.1, -0.1, -0.7], [0.2, -0.1, -0.1], [0.5, 0.7, 0.7], [-0.1, 0.0, -0.9], [-1.2, 0.4, 0.8], [-0.9, 0.4, 0.1], [1.3, -1.4, -1.4]],
  "mulliken_charge": [-0.317, -0.234, -0.957, -0.593, -0.226, 0.437, 0.347, -0.888, -0.424, -0.307, -0.387, 0.534, -0.205, 0.044, 0.482, 0.453, 0.495, 0.366, 0.453, 0.394, 0.528, 0.376, -0.135, 0.213, 0.468, -0.912, -0.137, -0.704, -0.938, -0.199, 0.447, 0.351, -0.456, -0.695, -0.366, -0.740, 0.402, 0.137, 0.411, 0.628, 0.420, 0.507, 0.408, 0.410, 0.299, 0.392, 0.451, 0.284, 0.370, 0.289, -0.758, -0.330, -0.394, -0.754, -0.069, 0.389, 0.376, -0.993, 0.638, -0.472, -0.447, 0.411, 0.194, 0.287, 0.344, 0.478, 0.314, 0.480, 0.109, 0.508, -0.468, 0.534, 0.399, 0.229, 0.004, -0.834, -0.358, -0.613, -0.347, -0.114, 0.353, 0.409, -1.072, 0.292, -0.487, -0.589, 0.306, 0.346, 0.363, 0.395, 0.371, 0.076, 0.497, 0.502, 0.441, 0.330, -0.171, 0.276, 0.100, 0.418, -0.711, -0.130, -0.429, 0.019, -0.100, 0.429, 0.414, -0.572, -0.739, -0.199, -0.807, 0.494, 0.205, 0.021, 0.643, 0.255, -0.116, -0.106, 0.388, 0.384, 0.410, 0.473, 0.363, 0.227, 0.323, -0.674, -0.066, 0.464, -1.055, 1.729, -0.130, -0.046, -0.637, -0.829, 0.068, -0.375, 0.242, 0.099, 0.352, 0.513, -0.505, 0.341, 0.527, 0.088, 0.251, 0.946, 0.183, -0.076, -0.043, 0.400, -0.944, -0.040, -0.840, -0.220, 0.618, -0.886, 0.495, -0.493, -0.827, 0.312, -0.679, 0.420, 0.076, 0.470, 0.479, 0.563, 0.499, -0.060, 0.390, 0.474, 0.313, 0.458, -0.359, 0.392, 0.398, -0.788, -0.394, -0.911, -0.493, -0.166, 0.451, 0.474, -0.588, -0.991, 0.254, -0.156, 0.282, 0.346, 0.361, 0.578, 0.534, 0.224, 0.242, 0.169, 0.538, 0.452, 0.631, -0.653, -0.297, 0.598, -0.703, -0.394, 0.166, -0.912, 0.384, -0.389, 0.440, -1.151, -0.207, 0.364, 1.031, 0.292, 0.420, 0.079, -0.182, 0.523, 0.447, 0.437, 0.436, 0.427, 0.022, 0.508, -0.781, -0.477, 0.055, 0.124, -0.282, -0.119, 0.034, -1.075],
  "total_energy_ha": -4411.65272,
  "orbital_gap_ev": 7.484,
  "de_lowest_kcal_mol": 121.0,
  "charge": 8,
  "fmax_ev_per_a": 3.1,
  "homo_energy_ha": -0.7842
}